[1]
Here is a cluster of 4 separate species, C25H31BClNO10PS in total from the OMol25 dataset. Energies are from ωB97M-V/def2-TZVPD.

CARTESIAN COORDINATES (ANGSTROEM)
Cl (-1.826, 4.847, 4.048)
S (-2.634, 2.951, 4.062)
P (-2.432, 1.736, -3.352)
O (-2.314, 3.374, -3.007)
O (4.684, -5.634, 0.869)
O (4.800, 2.954, -1.841)
O (3.934, -0.601, -2.781)
O (0.120, 4.303, 0.220)
O (-1.730, 2.135, 4.823)
O (-3.999, 3.102, 4.477)
O (7.213, -2.014, 1.129)
O (1.130, -6.754, 4.629)
O (-0.799, 1.292, -3.085)
N (-6.553, -2.402, -1.506)
C (2.469, -7.550, 2.866)
C (1.940, -6.494, 3.767)
C (3.552, 4.515, -0.608)
C (-2.531, 2.544, 2.349)
C (1.341, 2.725, -1.051)
C (-4.988, 1.074, -2.178)
C (3.362, -7.269, 1.923)
C (4.690, -0.922, -1.889)
C (2.526, 2.402, -1.568)
C (-2.997, 1.459, -0.335)
C (3.867, -5.886, 1.731)
C (-3.396, 2.903, -0.007)
C (-5.490, -1.456, -1.931)
C (6.622, -0.395, -0.476)
C (5.354, -2.579, -0.199)
C (2.374, 4.847, -0.090)
C (-5.933, -0.027, -1.658)
C (-3.613, 3.211, 1.495)
C (3.339, -4.829, 2.628)
C (1.178, 3.978, -0.268)
C (6.464, -1.690, 0.230)
C (3.716, 3.261, -1.384)
C (2.444, -5.110, 3.572)
C (4.533, -2.219, -1.183)
C (5.802, -0.034, -1.460)
B (-3.389, 0.927, -1.841)
H (5.891, 0.910, -1.981)
H (-6.807, -2.163, -0.552)
H (7.436, 0.234, -0.139)
H (-0.857, 0.391, -2.758)
H (-1.534, 2.835, 2.017)
H (4.438, 5.126, -0.489)
H (-6.916, 0.090, -2.142)
H (-4.593, 2.866, 1.833)
H (0.468, 2.098, -1.194)
H (-6.128, 0.086, -0.578)
H (2.043, -4.358, 4.238)
H (2.084, -8.549, 3.027)
H (3.714, -2.846, -1.516)
H (-4.554, -1.657, -1.397)
H (-2.987, -0.236, -1.944)
H (3.764, -8.019, 1.254)
H (-6.158, -3.333, -1.438)
H (5.249, -3.521, 0.327)
H (-5.315, -1.604, -3.002)
H (-2.598, 1.450, 2.351)
H (-3.528, 4.293, 1.645)
H (-2.610, 3.571, -0.364)
H (-1.802, 3.783, -3.704)
H (-5.117, 1.100, -3.274)
H (-1.903, 1.372, -0.205)
H (-4.314, 3.189, -0.528)
H (2.221, 5.752, 0.485)
H (3.722, -3.829, 2.470)
H (-3.432, 0.765, 0.406)
H (2.676, 1.498, -2.147)
H (-5.387, 2.033, -1.822)

Net charge   -1
HOMO-LUMO gap   3.27 eV
Calculated total energy   -3002.96601 Ha



[2]
Here is a structure of composition C25H31Br2IrN5OSe2 from the OMol25 dataset. Energies are from ωB97M-V/def2-TZVPD.

CARTESIAN COORDINATES (ANGSTROEM)
Ir (0.046, -0.022, 1.862)
Br (5.713, -0.950, 5.871)
Br (3.592, 3.374, 2.924)
Se (-1.091, 1.214, 3.933)
Se (-1.061, 1.554, 0.337)
O (1.444, 1.307, 2.250)
N (-0.998, -0.433, -3.050)
N (-0.836, 1.396, -4.652)
N (-1.299, -0.864, -5.429)
N (1.228, -1.213, 3.062)
N (-2.996, 0.368, -4.194)
C (-2.439, -0.173, -2.956)
C (-0.627, 0.406, -5.717)
C (1.880, -1.143, -0.422)
C (-0.224, -2.929, -0.904)
C (-0.340, -1.935, 0.059)
C (3.288, -1.085, 4.338)
C (-0.331, 0.822, -3.406)
C (4.366, -0.262, 4.745)
C (-1.633, 2.808, 2.944)
C (0.287, 2.927, 0.081)
C (2.020, -3.129, 4.217)
C (-0.787, -1.375, -4.158)
C (-2.279, 1.607, -4.508)
C (1.091, -2.477, 3.390)
C (3.457, 1.586, 3.485)
C (-2.731, -0.595, -5.270)
C (2.391, 0.831, 3.059)
C (4.440, 1.038, 4.328)
C (0.708, -1.058, 0.306)
C (-2.224, 2.514, 1.584)
C (3.102, -2.442, 4.689)
C (2.315, -0.507, 3.504)
C (-2.861, 0.467, 4.224)
C (1.996, -2.132, -1.395)
C (0.956, -3.021, -1.630)
H (0.231, -2.995, 2.986)
H (5.265, 1.662, 4.642)
H (1.062, -3.788, -2.385)
H (-2.617, 0.543, -2.150)
H (0.765, 3.168, 1.025)
H (-3.125, -0.198, -6.206)
H (-3.102, 1.874, 1.673)
H (-2.454, 2.330, -3.706)
H (1.865, -4.169, 4.466)
H (1.023, 2.509, -0.602)
H (-2.672, 2.020, -5.438)
H (-1.042, -3.612, -1.092)
H (-2.723, -0.482, 4.736)
H (-0.199, 3.786, -0.374)
H (-3.246, -1.530, -5.043)
H (-0.760, 3.457, 2.901)
H (2.910, -2.214, -1.969)
H (3.827, -2.927, 5.329)
H (0.741, 0.637, -3.509)
H (-2.535, 3.430, 1.080)
H (2.701, -0.462, -0.228)
H (-3.381, 0.302, 3.285)
H (-3.420, 1.146, 4.863)
H (-1.291, -2.315, -3.923)
H (0.284, -1.569, -4.256)
H (-0.483, 1.543, -2.596)
H (-1.285, -1.848, 0.624)
H (0.444, 0.225, -5.828)
H (-1.012, 0.808, -6.655)
H (-2.385, 3.302, 3.562)
H (-2.949, -1.108, -2.713)

Net charge   +1
Relative energy (zero: lowest compared OMol25 entry of this formula, charge and spin)   153.2 kJ/mol
HOMO-LUMO gap   6.98 eV
Calculated total energy   -11375.26278 Ha



[3]
Here is a structure of composition C25H31BrGeN2O9P2V at a distorted geometry from the OMol25 dataset. Energies are from ωB97M-V/def2-TZVPD.

CARTESIAN COORDINATES (ANGSTROEM)
Br (3.163, -2.027, -1.292)
Ge (-6.075, -5.748, 1.021)
V (3.117, 2.454, 0.283)
P (2.859, 1.789, 3.337)
P (0.516, 2.419, 1.776)
O (3.573, 1.964, 1.826)
O (0.315, 3.803, 2.224)
O (1.407, 1.574, 2.804)
O (-0.560, 1.279, 1.608)
O (2.948, 0.892, -0.724)
O (3.113, 3.072, 4.063)
O (3.326, 0.304, 3.580)
O (1.390, 2.168, 0.450)
O (4.283, 2.441, -1.336)
N (2.681, 5.774, -1.140)
N (3.374, 4.267, 0.464)
C (-5.673, -8.365, 0.206)
C (-6.507, -2.290, 3.931)
C (4.913, 1.078, -3.801)
C (-5.936, -7.570, 1.342)
C (-6.003, -3.441, 4.506)
C (-6.731, -2.026, 2.606)
C (3.690, 5.279, -0.480)
C (-5.601, -9.775, 0.249)
C (0.407, 5.141, -1.813)
C (-6.124, -4.303, 2.218)
C (-6.087, -9.552, 2.664)
C (1.241, 5.743, -0.693)
C (-6.544, -3.066, 1.703)
C (-5.817, -10.343, 1.527)
C (-5.850, -4.500, 3.620)
C (-6.089, -8.203, 2.596)
C (3.556, 5.901, -3.536)
C (4.161, 0.354, -2.683)
C (4.969, -1.001, -4.886)
C (3.775, 1.220, -1.524)
C (3.961, -1.034, -2.710)
C (5.145, 5.564, -0.617)
C (5.252, 0.413, -4.930)
C (4.400, -1.732, -3.759)
C (3.071, 6.686, -2.323)
H (5.738, 0.972, -5.730)
H (0.808, 4.264, -2.335)
H (0.250, 5.934, -2.543)
H (3.680, 6.622, -4.337)
H (-5.813, -3.437, 5.584)
H (5.324, 6.613, -0.974)
H (3.831, 0.022, 4.395)
H (-6.420, -5.400, -0.490)
H (-7.003, -1.003, 2.399)
H (4.304, -2.860, -3.938)
H (-5.518, -5.525, 3.895)
H (2.636, 5.252, -3.763)
H (3.839, 7.391, -2.005)
H (-6.779, -2.942, 0.674)
H (5.662, 5.463, 0.346)
H (-0.554, 4.775, -1.431)
H (-6.246, -7.591, 3.525)
H (5.647, 4.851, -1.260)
H (-5.443, -10.376, -0.595)
H (-6.348, -9.962, 3.622)
H (-5.507, -7.921, -0.736)
H (3.660, 4.581, 1.420)
H (5.189, -1.630, -5.725)
H (4.522, 5.382, -3.444)
H (-6.627, -1.413, 4.615)
H (1.109, 5.122, 0.198)
H (4.999, 2.102, -3.616)
H (-1.475, 1.557, 1.298)
H (2.147, 7.186, -2.497)
H (1.000, 6.779, -0.584)
H (-5.623, -11.411, 1.671)

Net charge   +3
HOMO-LUMO gap   5.19 eV
Calculated total energy   -8034.81772 Ha



Please write out number 1 again, unchanged.
Here is a cluster of 4 separate species, C25H31BClNO10PS in total from the OMol25 dataset. Energies are from ωB97M-V/def2-TZVPD.

CARTESIAN COORDINATES (ANGSTROEM)
Cl (-1.826, 4.847, 4.048)
S (-2.634, 2.951, 4.062)
P (-2.432, 1.736, -3.352)
O (-2.314, 3.374, -3.007)
O (4.684, -5.634, 0.869)
O (4.800, 2.954, -1.841)
O (3.934, -0.601, -2.781)
O (0.120, 4.303, 0.220)
O (-1.730, 2.135, 4.823)
O (-3.999, 3.102, 4.477)
O (7.213, -2.014, 1.129)
O (1.130, -6.754, 4.629)
O (-0.799, 1.292, -3.085)
N (-6.553, -2.402, -1.506)
C (2.469, -7.550, 2.866)
C (1.940, -6.494, 3.767)
C (3.552, 4.515, -0.608)
C (-2.531, 2.544, 2.349)
C (1.341, 2.725, -1.051)
C (-4.988, 1.074, -2.178)
C (3.362, -7.269, 1.923)
C (4.690, -0.922, -1.889)
C (2.526, 2.402, -1.568)
C (-2.997, 1.459, -0.335)
C (3.867, -5.886, 1.731)
C (-3.396, 2.903, -0.007)
C (-5.490, -1.456, -1.931)
C (6.622, -0.395, -0.476)
C (5.354, -2.579, -0.199)
C (2.374, 4.847, -0.090)
C (-5.933, -0.027, -1.658)
C (-3.613, 3.211, 1.495)
C (3.339, -4.829, 2.628)
C (1.178, 3.978, -0.268)
C (6.464, -1.690, 0.230)
C (3.716, 3.261, -1.384)
C (2.444, -5.110, 3.572)
C (4.533, -2.219, -1.183)
C (5.802, -0.034, -1.460)
B (-3.389, 0.927, -1.841)
H (5.891, 0.910, -1.981)
H (-6.807, -2.163, -0.552)
H (7.436, 0.234, -0.139)
H (-0.857, 0.391, -2.758)
H (-1.534, 2.835, 2.017)
H (4.438, 5.126, -0.489)
H (-6.916, 0.090, -2.142)
H (-4.593, 2.866, 1.833)
H (0.468, 2.098, -1.194)
H (-6.128, 0.086, -0.578)
H (2.043, -4.358, 4.238)
H (2.084, -8.549, 3.027)
H (3.714, -2.846, -1.516)
H (-4.554, -1.657, -1.397)
H (-2.987, -0.236, -1.944)
H (3.764, -8.019, 1.254)
H (-6.158, -3.333, -1.438)
H (5.249, -3.521, 0.327)
H (-5.315, -1.604, -3.002)
H (-2.598, 1.450, 2.351)
H (-3.528, 4.293, 1.645)
H (-2.610, 3.571, -0.364)
H (-1.802, 3.783, -3.704)
H (-5.117, 1.100, -3.274)
H (-1.903, 1.372, -0.205)
H (-4.314, 3.189, -0.528)
H (2.221, 5.752, 0.485)
H (3.722, -3.829, 2.470)
H (-3.432, 0.765, 0.406)
H (2.676, 1.498, -2.147)
H (-5.387, 2.033, -1.822)

Net charge   -1
HOMO-LUMO gap   3.27 eV
Calculated total energy   -3002.96601 Ha



> Which value of HOMO-LUMO gap does entry 1 give?

3.27 eV